1.
Computed, not measured: 9 unconnected molecules or ions with the total composition C22H27Cl6F5O18, with ωB97M-V/def2-TZVPD.

Its HOMO-LUMO gap is 10.71 eV. The energy above the lowest of the compared OMol25 structures with the same formula, charge and spin is 92.4 kcal/mol. The total energy is -5469.288061 Ha. The HOMO energy is -10.8 eV. The charge is 0. Its SMILES is O=C1OC[C@@H](F)O1.O=C1OC[C@@H](F)O1.O=C1OC[C@@H](F)O1.O=C1OC[C@@H](F)O1.O=C1OC[C@@H](F)O1.C[C@H]1COC(=O)O1.ClCCl.ClCCl.ClCCl.

Geometry as XYZ:
```
78
Properties=species:S:1:pos:R:3:lowdin_charge:R:1
O -6.832 37.105 17.398 0.140
C -6.820 37.506 16.229 -0.505
O -6.168 36.993 15.198 0.086
C -6.423 37.700 14.014 -0.058
C -6.892 39.033 14.589 -0.320
F -7.744 39.642 13.723 0.064
O -7.552 38.529 15.709 0.123
H -5.516 37.953 13.464 0.143
H -7.202 37.245 13.403 0.149
H -6.139 39.796 14.784 0.176
O -5.926 33.103 25.434 0.110
C -6.382 33.752 24.464 -0.460
O -7.315 33.305 23.610 0.078
C -7.519 34.290 22.547 -0.002
C -6.687 35.464 23.060 -0.410
F -7.542 36.371 23.492 0.089
O -6.014 35.045 24.140 0.146
H -7.031 33.909 21.650 0.134
H -8.582 34.494 22.420 0.145
H -6.054 35.943 22.313 0.171
O -12.840 26.851 13.560 0.155
C -12.685 27.334 12.456 -0.553
O -11.770 28.276 12.162 0.086
C -12.127 28.887 10.982 -0.110
C -12.797 27.778 10.234 -0.264
F -11.961 26.951 9.558 0.075
O -13.410 27.126 11.374 0.147
H -12.807 29.725 11.139 0.146
H -11.293 29.332 10.440 0.147
H -13.511 28.062 9.461 0.171
O -16.717 31.087 13.716 0.129
C -17.040 32.157 14.225 -0.559
O -18.331 32.529 14.255 0.077
C -18.478 33.842 14.886 -0.014
C -17.098 33.984 15.510 -0.331
F -17.135 33.731 16.807 0.102
O -16.277 32.984 14.915 0.151
H -18.590 34.623 14.134 0.134
H -19.243 33.988 15.649 0.144
H -16.630 34.957 15.362 0.167
O -8.330 27.547 20.362 0.155
C -8.733 26.512 19.870 -0.566
O -9.025 26.267 18.626 0.116
C -9.645 25.047 18.551 -0.103
C -9.190 24.318 19.734 -0.332
F -8.027 23.664 19.521 0.089
O -8.915 25.389 20.576 0.155
H -10.705 25.293 18.492 0.156
H -9.309 24.539 17.647 0.155
H -9.964 23.620 20.051 0.176
C -10.267 32.245 17.266 -0.018
C -11.605 31.820 17.764 -0.388
C -12.058 30.487 17.370 -0.156
O -12.607 29.934 18.500 0.088
C -12.206 30.647 19.580 -0.482
O -12.581 30.430 20.727 0.133
O -11.499 31.730 19.153 0.096
H -9.491 31.702 17.806 0.100
H -10.115 33.272 17.598 0.088
H -10.232 32.173 16.179 0.095
H -12.348 32.547 17.437 0.158
H -11.248 29.910 16.925 0.141
H -12.829 30.500 16.599 0.145
Cl -17.788 27.484 18.803 0.510
C -16.642 26.184 19.138 -1.004
Cl -17.126 24.565 18.471 0.448
H -15.629 26.389 18.792 0.027
H -16.569 25.969 20.204 0.018
Cl -14.164 39.435 15.100 0.445
C -12.545 38.630 14.952 -0.964
Cl -12.124 37.839 16.511 0.474
H -12.665 37.948 14.111 0.023
H -11.800 39.398 14.742 0.023
Cl -4.046 31.967 18.795 0.459
C -2.504 32.874 19.057 -0.988
Cl -2.443 34.548 18.441 0.491
H -2.514 32.896 20.146 0.012
H -1.745 32.229 18.612 0.025
```

2.
Computed, not measured: 2 unconnected molecules or ions with the total composition C4H8NOP, with ωB97M-V/def2-TZVPD.

Its HOMO-LUMO gap is 9.91 eV. The energy above the lowest of the compared OMol25 structures with the same formula, charge and spin is 49.4 kcal/mol. The total energy is -628.493521 Ha. The HOMO energy is -9.1 eV. The charge is 0. Its SMILES is C/C=C/P.N=C=O.

Geometry as XYZ:
```
15
Properties=species:S:1:pos:R:3:lowdin_charge:R:1
C 2.009 0.380 0.238 -0.084
C 0.503 0.334 0.425 -0.275
C -0.143 -0.679 0.966 -0.376
P -2.037 -0.725 1.227 0.756
H 2.516 -0.427 0.708 0.065
H 2.225 0.573 -0.823 0.071
H 2.188 1.337 0.717 0.073
H 0.121 1.158 -0.120 0.075
H 0.124 -1.621 1.335 0.019
H -1.910 -1.876 2.049 -0.117
H -2.274 0.143 2.292 -0.145
N -1.526 0.497 -2.191 0.211
C -0.398 0.264 -2.517 -0.439
O 0.658 0.040 -2.916 0.160
H -2.056 0.601 -1.391 0.006
```

3.
Computed, not measured: 10 unconnected molecules or ions with the total composition C18H38N4O22, with ωB97M-V/def2-TZVPD.

Its HOMO-LUMO gap is 1.50 eV. The energy above the lowest of the compared OMol25 structures with the same formula, charge and spin is 218.8 kcal/mol. The total energy is -2582.653260 Ha. The HOMO energy is -1.4 eV. The charge is -2.

Geometry as XYZ:
```
82
Properties=species:S:1:pos:R:3:lowdin_charge:R:1
C 11.377 2.847 8.988 0.054
C 10.235 1.829 8.925 -0.319
O 9.062 2.119 8.759 0.089
N 10.701 0.406 9.164 0.133
H 10.346 -0.137 8.390 0.134
H 11.710 0.360 9.144 0.093
C 10.089 -0.132 10.458 0.030
H 11.862 2.990 9.953 0.082
H 11.037 3.816 8.624 0.090
H 12.110 2.559 8.234 0.100
H 10.131 0.628 11.238 0.098
H 10.846 -0.881 10.688 0.070
H 9.145 -0.637 10.254 0.075
C 14.747 -2.973 10.962 0.029
C 13.330 -3.136 11.480 -0.277
O 12.315 -3.345 10.740 0.127
N 13.141 -2.858 12.983 0.074
H 12.309 -3.324 13.316 0.162
H 13.952 -3.284 13.408 0.163
C 12.913 -1.425 13.406 0.020
H 14.746 -2.903 9.874 0.115
H 15.458 -3.753 11.233 0.094
H 15.148 -1.991 11.217 0.082
H 12.908 -1.419 14.496 0.106
H 11.973 -1.045 13.006 0.098
H 13.677 -0.806 12.938 0.081
C 2.500 3.604 10.108 -0.021
C 3.677 2.934 9.572 -0.452
O 3.628 1.826 9.154 0.122
N 4.924 3.749 9.105 0.097
H 5.107 3.667 8.115 0.172
H 4.664 4.713 9.254 0.150
C 6.207 3.315 9.850 0.028
H 2.669 4.179 11.018 0.092
H 1.656 2.920 10.194 0.105
H 2.239 4.347 9.355 0.097
H 6.939 3.979 9.390 0.107
H 6.495 2.280 9.665 0.072
H 6.046 3.356 10.928 0.088
C 4.209 -0.944 9.812 0.015
C 5.444 -0.506 10.649 -0.308
O 6.540 -0.190 10.154 0.120
N 5.282 -0.464 12.159 0.073
H 4.994 0.468 12.422 0.141
H 4.499 -1.024 12.467 0.165
C 6.581 -0.792 12.943 0.069
H 3.319 -0.377 10.086 0.064
H 3.938 -1.992 9.940 0.098
H 4.366 -0.930 8.733 0.110
H 6.787 -1.818 12.638 0.111
H 6.101 -0.667 13.914 0.096
H 7.286 0.006 12.706 0.102
O 15.395 0.044 9.606 0.119
C 14.069 0.107 9.573 -0.815
O 13.544 -0.184 8.511 0.036
O 13.410 0.438 10.631 -0.085
H 15.425 0.106 10.563 0.088
O 12.594 2.638 12.091 0.045
C 13.295 2.746 13.206 -0.929
O 13.629 3.845 13.737 -0.088
O 13.471 1.717 13.817 -0.060
H 12.735 1.705 11.913 0.033
O 7.531 -3.043 9.227 0.069
C 6.400 -3.728 9.223 -0.938
O 6.102 -4.208 10.314 -0.086
O 5.635 -3.673 8.242 -0.048
H 7.645 -2.983 10.178 0.065
O 15.095 5.104 7.994 0.035
C 15.231 4.329 6.912 -0.912
O 16.173 4.684 6.155 -0.116
O 14.598 3.287 6.800 -0.021
H 15.853 5.675 7.851 0.073
O 11.500 4.579 5.807 0.104
C 11.093 3.902 4.765 -0.898
O 11.238 2.659 4.750 0.025
O 10.427 4.407 3.863 -0.004
H 11.998 3.887 6.247 0.076
O 12.551 -2.728 7.055 0.085
C 11.438 -2.467 6.424 -0.938
O 10.952 -3.268 5.582 -0.071
O 10.790 -1.487 6.697 -0.013
H 12.570 -1.939 7.602 0.053
```

charge of number 3 (C18H38N4O22)? -2